{"formula": "C18H28N2O3Rh", "method": "ωB97M-V with the def2-TZVPD basis set", "symbols": ["Rh", "C", "N", "C", "C", "O", "C", "O", "C", "C", "O", "N", "C", "C", "H", "H", "H", "H", "H", "H", "H", "H", "H", "H", "H", "H", "H", "H", "H", "H", "C", "C", "C", "C", "C", "C", "C", "C", "C", "C", "H", "H", "H", "H", "H", "H", "H", "H", "H", "H", "H", "H"], "positions_angstrom": [[1.150568, -0.474766, 0.006845], [-4.262039, 0.840106, 0.001992], [-3.283269, -0.238538, 0.012652], [-3.736161, -1.553317, 0.448116], [-1.988598, -0.032733, -0.255445], [-1.134926, -0.915636, -0.205777], [-1.581093, 1.373988, -0.671941], [-0.166486, 1.467010, -0.685358], [0.418979, 2.025824, -1.848219], [1.132141, 0.954689, -2.676795], [1.344679, -0.168661, -2.206441], [1.513574, 1.296774, -3.907405], [1.277806, 2.618948, -4.475640], [2.194555, 0.327142, -4.760914], [-5.255173, 0.398704, 0.014900], [-4.187198, 1.442896, -0.902520], [-4.164872, 1.487294, 0.876852], [-4.482129, -1.940550, -0.246154], [-4.181091, -1.481827, 1.441753], [-2.886884, -2.227147, 0.479426], [-1.982461, 2.125062, 0.010900], [-1.996499, 1.567858, -1.665862], [1.159560, 2.764885, -1.530513], [-0.329151, 2.546465, -2.446735], [1.409003, 3.404913, -3.735099], [0.283079, 2.696202, -4.919193], [2.013664, 2.787087, -5.258194], [2.177722, -0.645347, -4.282742], [3.227328, 0.635849, -4.925129], [1.683063, 0.271846, -5.721485], [3.218096, -1.650585, 3.074987], [2.053025, -1.847261, 2.100229], [1.580129, -3.308542, 2.145242], [2.397283, -1.544389, 0.681867], [0.900288, -0.856508, 2.343494], [-0.361217, -1.241037, 2.841335], [-1.327674, -0.299989, 3.095792], [-1.084414, 1.061041, 2.855265], [0.138399, 1.464569, 2.378372], [1.143108, 0.511403, 2.131353], [4.031343, -2.336202, 2.834092], [2.887426, -1.853628, 4.094814], [3.606818, -0.632680, 3.039764], [2.379559, -3.966969, 1.804906], [0.709562, -3.471425, 1.510122], [1.332817, -3.595329, 3.169207], [3.227046, -2.047877, 0.176048], [-0.570605, -2.283111, 3.037116], [-2.282408, -0.610273, 3.502082], [-1.849064, 1.793524, 3.084112], [0.351273, 2.513762, 2.221163], [2.151519, 0.846483, 1.912763]], "forces_ev_per_angstrom": [[-1.0284, 0.0665, 0.7727], [-0.0234, -0.0124, -0.0269], [0.0512, 0.0417, 0.0066], [-0.0013, 0.0040, 0.0132], [0.0509, 0.0024, 0.0350], [-0.0237, -0.0237, -0.1787], [-0.0093, 0.0602, -0.0531], [0.1064, -0.0386, -0.2537], [0.0368, 0.0092, 0.0334], [-0.0600, 0.0731, -0.0296], [0.2845, -0.2348, 0.2567], [0.0303, -0.0142, -0.0036], [0.0061, -0.0093, -0.0110], [-0.0184, 0.0178, 0.0009], [0.0000, 0.0006, -0.0040], [0.0078, 0.0069, 0.0114], [-0.0032, -0.0074, 0.0051], [-0.0002, 0.0027, -0.0010], [0.0031, -0.0017, 0.0004], [-0.0033, -0.0029, 0.0007], [0.0079, -0.0352, 0.0439], [0.0239, 0.0112, -0.0023], [-0.0048, -0.0097, 0.0235], [-0.0123, -0.0105, -0.0078], [-0.0076, -0.0018, 0.0029], [-0.0007, 0.0034, -0.0033], [-0.0014, -0.0002, -0.0006], [0.0052, -0.0037, -0.0059], [0.0003, -0.0028, -0.0011], [-0.0012, -0.0083, -0.0008], [0.0038, 0.0842, -0.0061], [0.0918, -0.1440, -0.0528], [0.0468, -0.0120, 0.0935], [0.1964, 0.2775, -0.4946], [0.0873, 0.0019, -0.1774], [-0.0664, 0.0111, -0.0358], [-0.0097, -0.0700, 0.0111], [0.0429, 0.0647, -0.0404], [-0.1004, -0.0230, 0.0159], [0.3552, -0.0950, -0.0581], [0.0005, -0.0015, 0.0017], [-0.0043, -0.0046, -0.0016], [0.0040, -0.0078, -0.0032], [0.0127, 0.0121, 0.0086], [0.0072, 0.0075, -0.0188], [-0.0226, 0.0027, -0.0065], [-0.0569, -0.0721, -0.0104], [0.0113, -0.0084, -0.0100], [0.0016, 0.0034, -0.0036], [0.0027, -0.0008, -0.0020], [0.0008, 0.0070, 0.0099], [-0.0196, 0.0845, 0.1575]], "lowdin_charge": [0.9606, -0.0263, -0.1274, -0.0136, -0.4205, -0.0069, -0.0905, -0.1886, -0.0908, -0.3968, -0.0255, -0.1299, -0.0245, -0.0057, 0.0979, 0.0932, 0.0981, 0.0994, 0.0963, 0.0881, 0.1345, 0.1423, 0.1492, 0.1282, 0.0909, 0.1041, 0.0991, 0.0893, 0.1024, 0.1008, -0.0187, -0.5730, -0.0426, -0.1211, -0.2285, -0.0203, -0.0649, -0.0769, -0.0683, -0.1201, 0.0924, 0.0976, 0.0839, 0.0934, 0.0900, 0.0944, 0.0919, 0.1139, 0.1115, 0.1110, 0.1164, 0.1108], "total_energy_ev": -31244.0214, "multiplicity": 1, "total_charge": 1, "relative_energy_kcal_mol": 0.0}